Entry 1:
Formula: C2H3NOS2
Source: the Open Molecules 2025 dataset
Level of theory: ωB97M-V/def2-TZVPD

XYZ file:
```
9
Properties=species:S:1:pos:R:3:forces:R:3
C -0.324 0.383 -0.258 -1.652 0.100 1.683
C 0.649 -0.222 0.623 3.891 -2.305 2.439
H -1.053 0.231 -2.028 0.133 -0.116 -0.472
H 0.547 -0.625 -1.859 -1.917 1.217 1.113
H -0.701 0.551 2.258 -0.356 0.380 0.124
N -0.290 -0.086 -1.455 1.561 -1.471 -4.282
O -1.248 1.038 0.191 -0.167 0.822 0.137
S 0.484 -0.048 2.336 -0.159 0.127 -0.494
S 1.937 -1.222 0.192 -1.333 1.246 -0.248
```
Positions in Å, forces in eV/Å.

Summary:
total energy = -1004.36718 Eh
Kohn-Sham gap = 7.82 eV
structure (SMILES) = NC(=O)C(=S)S
multiplicity = 1
ΔE to the lowest compared entry with this formula, charge and spin = 12.8 kcal per mole
total charge = 0
HOMO energy = -9.172 eV

Mulliken atomic charge list, values in e, 8 entries:
1. C 0.559
2. C 0.230
3. H 0.257
4. H 0.216
5. H 0.171
6. N -0.343
7. O -0.636
8. S -0.142

Entry 2:
Formula: C23H31N3O2
Source: the Open Molecules 2025 dataset
Level of theory: ωB97M-V/def2-TZVPD

XYZ file:
```
59
Properties=species:S:1:pos:R:3:forces:R:3
C -0.493 -3.868 4.275 0.118 -0.058 0.213
H -0.824 -4.862 4.594 0.000 0.052 -0.002
H -0.618 -3.161 5.102 -0.008 -0.048 -0.034
O -1.164 -3.442 3.118 -0.468 0.160 -0.273
C -2.534 -3.307 3.154 0.136 0.039 -0.088
C -3.277 -3.533 4.302 0.091 -0.046 0.101
C -4.650 -3.345 4.324 -0.044 -0.004 0.013
C -5.295 -2.935 3.175 -0.060 0.043 0.108
C -4.569 -2.728 2.019 0.112 -0.010 0.092
C -3.183 -2.897 1.965 -0.212 -0.213 0.280
N -2.552 -2.695 0.748 0.193 0.076 -0.163
C -1.281 -3.264 0.381 0.396 -0.160 0.055
C -0.125 -2.262 0.489 -0.089 -0.249 -0.052
N -0.418 -1.111 -0.349 0.107 0.057 0.009
C -1.653 -0.509 0.119 -0.299 -0.075 -0.175
C -2.811 -1.503 -0.024 0.042 0.413 0.027
H -3.732 -1.026 0.306 0.015 -0.057 -0.051
H -2.905 -1.779 -1.081 -0.056 0.096 0.019
H -1.875 0.380 -0.472 -0.002 0.029 0.033
H -1.573 -0.206 1.181 0.000 0.012 -0.072
C 0.645 -0.113 -0.490 0.068 -0.020 -0.289
C 0.458 0.590 -1.855 -0.102 0.001 0.226
N 1.428 1.622 -2.144 -0.130 0.112 -0.015
C 2.778 1.098 -2.072 0.231 -0.012 0.124
C 3.085 0.406 -0.741 -0.140 -0.038 -0.246
C 2.060 -0.695 -0.466 -0.099 0.239 0.250
H 2.275 -1.148 0.504 -0.019 -0.107 -0.058
H 2.142 -1.464 -1.237 -0.006 -0.131 -0.030
H 3.062 1.138 0.069 0.061 0.018 0.062
H 4.088 -0.022 -0.773 0.043 0.041 0.045
H 3.477 1.920 -2.247 0.028 -0.085 -0.076
H 2.889 0.375 -2.887 0.093 0.004 -0.012
C 1.239 2.858 -1.405 -0.022 -0.071 -0.038
C 2.015 3.979 -2.045 0.081 0.190 0.045
C 1.925 4.169 -3.415 0.075 0.172 -0.218
C 2.627 5.198 -4.030 0.018 -0.008 0.323
C 3.421 6.046 -3.266 0.023 0.041 -0.100
C 3.509 5.855 -1.899 0.018 0.050 -0.037
C 2.813 4.827 -1.289 -0.067 -0.076 0.102
H 2.892 4.685 -0.221 -0.001 -0.049 0.108
H 4.129 6.514 -1.309 0.054 0.053 0.039
H 3.967 6.849 -3.743 0.048 0.061 -0.044
O 2.507 5.344 -5.378 -0.019 0.017 -0.192
H 3.039 6.092 -5.674 -0.063 -0.099 0.079
H 1.318 3.509 -4.013 -0.080 -0.123 -0.101
H 1.519 2.783 -0.341 -0.060 0.070 -0.051
H 0.172 3.103 -1.448 0.031 -0.048 0.090
H -0.538 1.029 -1.928 -0.031 -0.048 -0.033
H 0.542 -0.175 -2.633 -0.069 -0.081 0.054
H 0.571 0.637 0.320 0.032 -0.053 -0.028
H 0.779 -2.755 0.133 0.032 0.004 0.039
H 0.010 -1.980 1.546 0.035 -0.029 -0.060
H -1.075 -4.141 0.988 -0.018 0.032 -0.125
H -1.361 -3.571 -0.670 0.089 -0.022 0.046
H -5.088 -2.443 1.116 -0.011 -0.012 -0.109
H -6.365 -2.790 3.170 -0.089 0.008 -0.009
H -5.199 -3.522 5.236 -0.044 -0.020 0.075
H -2.785 -3.844 5.211 0.091 -0.025 0.043
H 0.560 -3.914 3.999 -0.054 -0.012 0.077
```
Positions in Å, forces in eV/Å.

Summary:
total energy = -1209.73916 Eh
Kohn-Sham gap = 8.09 eV
structure (SMILES) = COc1ccccc1N1CCN([C@H]2CCCN(Cc3cccc(O)c3)C2)CC1
multiplicity = 1
ΔE to the lowest compared entry with this formula, charge and spin = 60.3 kcal per mole
total charge = 0
HOMO energy = -7.306 eV

Mulliken atomic charge list, values in e, 8 entries:
1. C -1.088
2. H 0.391
3. H 0.390
4. O -0.192
5. C 0.787
6. C -0.644
7. C -0.760
8. C -0.742

Entry 3:
Formula: C4H7NO
Source: the Open Molecules 2025 dataset
Level of theory: ωB97M-V/def2-TZVPD

XYZ file:
```
13
Properties=species:S:1:pos:R:3:forces:R:3
C 0.131 0.088 -0.066 -1.284 -0.215 2.051
C -1.290 0.516 -0.326 0.021 -0.087 -0.597
C 0.346 -1.287 0.510 0.173 -0.254 -0.519
N 1.353 0.789 -0.946 0.381 -0.977 -2.856
C 1.076 1.113 0.296 -1.790 -1.306 0.685
O 1.334 1.789 1.250 1.040 0.885 -0.127
H 0.825 0.030 -1.552 1.447 1.853 1.167
H -1.796 0.712 0.624 0.131 -0.037 -0.034
H -0.240 -2.033 -0.036 0.027 -0.045 0.088
H -1.329 1.430 -0.926 0.034 -0.073 0.140
H -1.842 -0.267 -0.852 -0.071 0.064 0.037
H 0.031 -1.303 1.557 0.006 0.101 -0.098
H 1.400 -1.578 0.467 -0.116 0.092 0.063
```
Positions in Å, forces in eV/Å.

Summary:
total energy = -286.49851 Eh
Kohn-Sham gap = 9.82 eV
structure (SMILES) = CC1(C)NC1=O
multiplicity = 1
ΔE to the lowest compared entry with this formula, charge and spin = 83.5 kcal per mole
total charge = 0
HOMO energy = -9.206 eV

Mulliken atomic charge list, values in e, 8 entries:
1. C 1.007
2. C -1.339
3. C -1.339
4. N -0.580
5. C 0.281
6. O -0.602
7. H 0.418
8. H 0.324

Entry 4:
Formula: C2H6N5S
Source: the Open Molecules 2025 dataset
Level of theory: ωB97M-V/def2-TZVPD

XYZ file:
```
14
Properties=species:S:1:pos:R:3:forces:R:3
C 1.018 0.846 -1.040 1.256 -0.176 0.094
C -0.838 0.507 0.420 -0.497 0.141 0.940
N -0.455 1.922 -2.312 -0.596 0.239 -0.656
N 0.288 0.091 -0.163 -0.204 0.462 -0.201
N -1.301 1.764 0.234 0.099 -2.181 0.745
N 2.016 0.199 -1.602 -0.350 -0.414 -0.064
N -1.338 -0.455 1.284 0.395 2.003 -1.226
S -1.205 2.766 -1.401 0.237 -0.004 -0.331
H 0.646 -0.701 0.305 0.824 -1.417 -0.014
H -2.190 1.864 0.686 -0.600 0.420 0.387
H 2.453 0.759 -2.295 0.782 0.217 -0.509
H 2.280 -0.808 -1.643 -0.604 0.892 0.443
H -1.089 -1.404 1.117 0.280 -0.518 -0.141
H -2.256 -0.361 1.629 -1.021 0.337 0.534
```
Positions in Å, forces in eV/Å.

Summary:
total energy = -751.41568 Eh
Kohn-Sham gap (alpha / beta) = 7.36 / 7.36 eV
multiplicity = 1
ΔE to the lowest compared entry with this formula, charge and spin = 61.0 kcal per mole
total charge = +1
HOMO energy (alpha / beta) = -12.384 / -12.383 eV

Mulliken atomic charge list, values in e, 8 entries:
1. C -0.286
2. C 0.672
3. N -0.174
4. N -0.064
5. N -0.432
6. N -0.214
7. N -0.411
8. S 0.397

Entry 5:
Formula: C7H13N2
Source: the Open Molecules 2025 dataset
Level of theory: ωB97M-V/def2-TZVPD

XYZ file:
```
22
Properties=species:S:1:pos:R:3:forces:R:3
C -1.626 -2.903 1.600 0.483 2.336 0.248
C -1.140 -0.474 1.452 5.042 5.364 -0.952
C 0.683 1.062 -1.816 -0.945 1.157 1.738
C 0.683 -0.475 -1.509 1.653 2.342 2.622
C -0.140 1.889 -0.750 -1.410 -1.042 -1.920
C 1.188 -0.653 0.040 -0.095 -0.837 -1.213
C 0.246 1.500 0.616 1.239 1.042 1.278
N -1.452 -1.639 1.559 -0.617 -3.074 0.104
N 0.417 0.129 0.980 -4.043 -3.469 0.924
H -2.308 -3.326 0.914 -0.606 -0.581 -0.715
H -1.113 -3.479 2.342 0.181 -0.267 0.402
H -1.511 0.523 1.846 -0.628 -1.974 -0.102
H 1.617 1.597 -1.749 1.052 -0.709 -0.238
H 0.220 1.482 -2.690 0.001 -1.006 -1.159
H -0.290 -0.847 -1.661 -1.045 -0.880 -0.235
H 1.472 -0.989 -1.988 0.345 -0.641 -1.351
H -0.006 2.967 -0.973 0.036 -0.621 0.451
H -1.239 1.679 -0.935 0.935 0.179 0.359
H 1.348 -1.798 0.366 -0.415 2.767 -0.656
H 2.146 -0.071 0.078 -0.280 -1.047 -0.053
H 1.199 1.964 0.907 0.132 -0.056 -0.274
H -0.394 1.862 1.372 -1.015 1.019 0.738
```
Positions in Å, forces in eV/Å.

Summary:
total energy = -383.63961 Eh
Kohn-Sham gap (alpha / beta) = 7.59 / 7.59 eV
structure (SMILES) = C=NC=[N+]1CCCCC1
multiplicity = 1
ΔE to the lowest compared entry with this formula, charge and spin = 111.4 kcal per mole
total charge = +1
HOMO energy (alpha / beta) = -13.161 / -13.160 eV

Mulliken atomic charge list, values in e, 8 entries:
1. C -0.185
2. C 0.000
3. C -0.719
4. C -0.575
5. C -0.428
6. C -0.633
7. C -1.127
8. N 0.063

Entry 6:
Formula: C6H11NO
Source: the Open Molecules 2025 dataset
Level of theory: ωB97M-V/def2-TZVPD

XYZ file:
```
19
Properties=species:S:1:pos:R:3:forces:R:3
C -0.401 0.290 -0.204 -0.135 0.003 0.716
C 0.457 0.567 0.918 -1.660 0.174 -0.331
C -1.381 -0.867 -0.048 0.558 -0.425 -0.199
C 0.608 -0.276 2.135 0.013 -0.055 -0.278
N -0.989 1.465 -0.784 0.568 0.631 -0.419
O 1.975 -0.299 -0.402 0.977 0.073 -0.819
C 0.966 -0.265 -1.400 0.673 0.769 2.158
C 1.056 -0.459 -2.632 -0.818 -0.264 -0.220
H 2.430 0.568 -0.385 -0.259 -0.637 -0.387
H 0.834 1.581 0.974 0.122 0.039 -0.130
H -1.265 1.340 -1.749 -0.010 -0.075 0.084
H -1.733 1.895 -0.250 -0.015 -0.285 0.034
H -2.041 -0.735 0.812 -0.068 0.131 -0.042
H -1.975 -0.962 -0.955 -0.052 0.037 0.015
H -0.848 -1.810 0.078 -0.042 -0.097 0.091
H 1.536 -0.050 2.657 0.006 -0.088 0.001
H 0.568 -1.337 1.896 0.066 -0.027 0.036
H -0.219 -0.067 2.824 -0.004 0.014 0.023
H 0.423 -0.577 -3.484 0.081 0.082 -0.333
```
Positions in Å, forces in eV/Å.

Summary:
total energy = -365.00087 Eh
Kohn-Sham gap (alpha / beta) = 7.15 / 8.27 eV
multiplicity = 1
ΔE to the lowest compared entry with this formula, charge and spin = 144.7 kcal per mole
total charge = 0
HOMO energy (alpha / beta) = -7.491 / -7.932 eV

Mulliken atomic charge list, values in e, 8 entries:
1. C 1.577
2. C -0.783
3. C -1.645
4. C -1.341
5. N -0.632
6. O -0.546
7. C -0.155
8. C -0.405